Entry 1:
{
  "formula": "C7H13N",
  "method": "ωB97M-V/def2-TZVPD",
  "species": ["C", "H", "C", "H", "H", "H", "C", "C", "H", "C", "H", "H", "N", "H", "C", "H", "H", "C", "H", "H", "H"],
  "xyz": [[0.53459, 1.11558, -0.39973], [1.91045, 1.07304, 1.21715], [-1.35555, -0.61820, -0.89850], [-1.26009, -0.46937, -1.95457], [2.74615, 1.34903, -0.31000], [-3.25228, -0.25317, 0.16239], [2.04682, -0.74847, -0.02779], [-0.24406, -0.14805, 0.05873], [-2.34411, 1.26384, -0.35807], [-1.27956, 0.15308, 1.11791], [-1.48930, -1.72889, -0.77830], [-1.13392, 1.00819, 1.81198], [0.75291, -1.13869, 0.46212], [-1.48065, -0.75209, 1.72596], [-2.27980, 0.19113, 0.01375], [2.85316, -1.28021, 0.58632], [0.58306, 1.16137, -1.47830], [1.95875, 0.77687, 0.12973], [0.44036, -2.06216, 0.14089], [0.08817, 2.05700, -0.14115], [2.20491, -0.94981, -1.08054]],
  "forces_ev_per_angstrom": [[0.973, -1.651, -0.538], [0.431, -0.582, -0.813], [0.322, -1.206, 0.988], [-0.025, 0.594, -0.586], [0.528, 0.240, -0.498], [-0.454, 0.314, 0.186], [1.075, 0.237, 1.068], [1.106, 0.061, -0.078], [-0.360, -1.301, 0.191], [-0.158, -0.680, 1.716], [-0.136, 0.909, 0.157], [-0.113, -0.393, -0.589], [-0.667, -0.694, -0.330], [0.400, 0.400, -0.143], [-1.567, 1.842, -1.671], [-0.858, 0.986, -0.888], [-0.042, -0.272, -0.575], [-1.011, 0.656, 1.851], [0.418, 0.487, 0.254], [-0.033, 0.366, 0.786], [0.172, -0.313, -0.489]],
  "total_charge": 0,
  "orbital_gap_ha": 0.3545,
  "lumo_energy_ev": 1.1009,
  "e_homo_ev": -8.5
}

---

Entry 2:
{
  "formula": "C3H6NP",
  "method": "ωB97M-V/def2-TZVPD",
  "species": ["P", "C", "H", "H", "C", "H", "H", "C", "N", "H", "H"],
  "xyz": [[-0.53648, 0.02260, 1.04065], [0.94714, 1.00412, 0.90527], [-0.23443, -1.18689, 1.60792], [-1.28161, -1.20594, -1.01787], [-0.52705, -0.51416, -0.66975], [0.47299, -1.10788, -0.81322], [1.39756, 1.37567, 1.82615], [2.46371, -0.13153, -0.04831], [2.94813, -0.86266, -0.77131], [-0.29312, 0.33610, -1.34977], [0.87727, 1.69153, 0.06211]],
  "forces_ev_per_angstrom": [[-0.988, 1.000, -0.512], [2.602, -1.887, -0.936], [0.695, -0.553, 0.681], [-0.560, 0.396, 0.008], [2.929, -1.190, -1.603], [-1.721, 0.793, 0.378], [0.156, -0.031, -0.440], [-3.358, 3.162, 2.935], [1.169, -1.391, -1.318], [-0.943, -0.449, 0.347], [0.021, 0.149, 0.458]],
  "total_charge": 0,
  "orbital_gap_ha": 0.3418,
  "lumo_energy_ev": -0.4334,
  "e_homo_ev": -9.7
}

---

Entry 3:
{
  "formula": "C2H4NP",
  "method": "ωB97M-V/def2-TZVPD",
  "species": ["H", "H", "P", "H", "N", "C", "C", "H"],
  "xyz": [[1.39153, -0.56260, 0.21829], [0.98167, 1.21661, 0.39121], [1.91734, 0.87706, -1.68937], [-1.44481, -0.03239, -1.02974], [-1.54866, -0.70095, 0.77608], [0.75585, 0.24762, -0.21721], [-0.87009, -0.12701, -0.09121], [-1.18283, -0.91835, 1.64194]],
  "forces_ev_per_angstrom": [[-0.757, 0.507, -0.005], [-0.655, -1.659, -0.399], [-1.713, -0.822, 0.904], [0.640, 0.606, 0.079], [-1.311, 0.404, -1.021], [0.200, 1.289, 0.851], [2.052, 0.124, -2.656], [1.544, -0.449, 2.247]],
  "total_charge": 0,
  "orbital_gap_ha": [0.2641, 0.2622],
  "lumo_energy_ev": [-1.3326, -1.2753],
  "e_homo_ev": [-8.5, -8.4]
}

---

Entry 4:
{
  "formula": "C28H27N3SSiZr",
  "method": "ωB97M-V/def2-TZVPD",
  "species": ["C", "H", "C", "C", "H", "N", "C", "H", "H", "C", "C", "H", "C", "C", "H", "H", "H", "H", "H", "H", "C", "H", "C", "H", "C", "C", "C", "S", "C", "C", "C", "C", "C", "H", "C", "H", "H", "C", "H", "N", "H", "H", "H", "H", "C", "C", "C", "Zr", "H", "C", "H", "H", "H", "H", "C", "C", "C", "N", "H", "C", "Si"],
  "xyz": [[-0.28371, 1.42311, 2.27115], [-0.98632, -4.35653, 0.49402], [-5.85080, -3.91802, 3.40871], [1.31101, 3.62912, -3.84918], [-3.44293, 2.23052, 3.62442], [-1.20164, 0.57850, 1.75454], [-2.48852, 0.80481, 2.29132], [1.08399, 4.54650, -3.30147], [-6.38958, -1.99900, 4.35356], [6.17721, 1.21240, -0.37806], [0.58369, -2.81931, 0.02495], [1.50897, 3.99015, -0.87357], [1.56748, 2.42465, -5.93677], [5.15623, 1.03314, 0.56290], [0.48057, -0.10667, -1.72185], [7.17781, 0.82970, -0.17467], [1.93755, -1.07299, 0.53410], [6.70158, 2.01185, -2.32122], [1.54959, 2.41309, -7.02806], [-1.13685, -0.49512, -2.31588], [-2.54054, 1.90372, 3.12355], [5.35655, 0.51358, 1.50181], [1.63103, 2.45991, -3.13423], [-5.05000, -5.64612, 2.38236], [3.86663, 1.50484, 0.30234], [-5.78832, -2.53159, 3.61521], [1.82828, 1.24769, -5.22731], [-0.96601, 2.59436, 3.34689], [-3.43924, -0.27122, 2.13381], [1.85937, 1.25777, -3.82805], [-3.98317, -3.82359, 1.84510], [-0.43226, -3.46989, 0.79289], [3.59616, 2.16319, -0.91259], [-1.12235, -3.13582, 2.90632], [-4.91344, -1.81502, 2.82477], [4.40688, 2.81068, -2.82038], [0.77403, 1.36163, 2.01965], [5.91057, 1.87202, -1.58361], [0.65777, -1.11023, 2.92725], [-4.52802, -0.48178, 2.91675], [2.05427, 0.33230, -3.28124], [3.05865, 1.33962, 1.02085], [0.91362, -3.11030, -0.97122], [-3.21922, -4.29447, 1.23211], [1.31271, 3.61564, -5.24526], [-0.51140, -2.81816, 2.06478], [4.62205, 2.34152, -1.85721], [-1.16464, -1.13606, 0.41272], [0.97286, 1.73080, -0.48465], [-4.01352, -2.42751, 1.95538], [1.10558, 4.53613, -5.79391], [2.00565, 0.31252, -5.76030], [-6.59107, -4.50992, 3.95234], [-0.85723, 1.02435, -1.43816], [-4.96722, -4.56232, 2.52768], [1.11423, -1.73400, 0.80396], [-0.58925, -0.04048, -1.46500], [-3.11753, -1.45223, 1.50056], [-4.97628, 0.21859, 3.50038], [0.42854, -1.73484, 2.06741], [1.83993, 2.60479, -1.29268]],
  "forces_ev_per_angstrom": [[-1.966, -0.221, -0.215], [0.080, 0.278, 0.002], [-0.208, 0.694, 0.206], [0.273, -0.414, -0.170], [0.344, 0.288, 0.135], [0.387, 1.515, 1.738], [1.454, 1.481, 0.266], [0.138, -0.201, -0.250], [-0.033, -0.412, -0.196], [-0.294, 0.132, -0.047], [0.213, 0.512, 0.492], [-0.084, -0.046, -0.023], [-0.023, 0.148, 0.316], [-0.089, -0.023, 0.096], [-0.459, 0.053, 0.069], [-0.284, 0.125, -0.044], [-0.308, -0.130, -0.106], [-0.189, -0.066, 0.234], [0.042, 0.005, 0.347], [0.066, 0.095, 0.150], [0.295, -0.998, -0.610], [0.056, 0.142, -0.272], [-0.595, 0.020, -0.037], [0.208, 0.528, 0.141], [0.709, 0.045, -0.661], [-0.702, -0.589, 0.028], [-0.064, -0.069, 0.257], [-0.275, -1.017, -0.981], [-1.181, -2.720, 0.267], [-0.091, 0.513, -0.436], [-0.583, -0.162, -0.160], [0.548, 0.516, 0.523], [0.059, -0.476, 0.349], [0.008, 0.210, -0.290], [0.465, 0.069, 0.347], [0.076, -0.098, 0.323], [-0.290, 0.181, 0.016], [-0.162, 0.007, 0.138], [-0.112, -0.148, -0.309], [0.455, 0.670, -0.481], [0.126, 0.242, -0.192], [0.235, 0.053, -0.054], [-0.151, 0.194, 0.248], [-0.319, -0.094, 0.034], [-0.089, -0.129, -0.084], [0.808, -0.165, -0.300], [0.103, -0.273, 0.388], [-0.498, 0.161, -1.215], [-0.073, -0.195, 0.335], [0.243, -0.108, 0.225], [0.035, -0.307, 0.122], [-0.038, 0.285, 0.090], [0.328, 0.236, -0.124], [-0.074, -0.184, 0.011], [0.612, 0.445, -0.480], [-0.079, -0.980, 0.276], [-0.140, -0.844, 0.105], [0.116, 1.768, 0.231], [0.134, -0.250, -0.136], [0.383, -1.070, -0.146], [0.455, 0.772, -0.485]],
  "total_charge": 2,
  "orbital_gap_ha": 0.2037,
  "lumo_energy_ev": -7.4807,
  "e_homo_ev": -13.0
}

---

Entry 5:
{
  "formula": "C2H8NO",
  "method": "ωB97M-V/def2-TZVPD",
  "species": ["H", "N", "O", "H", "H", "H", "C", "H", "C", "H", "H", "H"],
  "xyz": [[0.72601, -1.29097, -0.19084], [0.51910, -0.55830, 0.48757], [-0.52148, -1.93585, -1.62790], [0.27346, 0.80884, -0.99341], [-0.42048, 2.63254, 0.42965], [0.28986, -0.86784, 1.41974], [0.28525, 0.62609, 0.07603], [-0.31552, -2.42435, -2.45168], [0.02803, 1.79196, 0.93226], [-1.34897, -2.31961, -1.28561], [-0.54894, 1.59180, 1.84125], [1.03368, 1.94568, 1.36295]],
  "forces_ev_per_angstrom": [[-0.319, -0.041, -0.131], [-0.200, -0.289, -0.356], [-0.103, -0.511, -0.377], [0.501, -0.321, -0.107], [0.364, 0.249, -0.264], [0.399, 0.209, 0.447], [-0.804, 0.595, -0.141], [-0.260, 0.336, 0.657], [0.287, -0.794, 1.200], [0.423, 0.102, -0.367], [-0.159, -0.348, -0.223], [-0.131, 0.813, -0.337]],
  "total_charge": 1,
  "orbital_gap_ha": 0.4221,
  "lumo_energy_ev": -4.7205,
  "e_homo_ev": -16.2
}

---

Entry 6:
{
  "formula": "C21H12F5IrN2O5Se",
  "method": "ωB97M-V/def2-TZVPD",
  "species": ["C", "C", "C", "C", "N", "H", "C", "C", "C", "H", "O", "F", "H", "F", "C", "C", "C", "O", "O", "C", "C", "Ir", "O", "H", "C", "H", "F", "C", "O", "F", "C", "C", "H", "C", "N", "C", "C", "Se", "C", "H", "F", "H", "C", "H", "H", "H", "H"],
  "xyz": [[1.66160, -3.00579, 2.69376], [-1.18515, -2.55315, 0.21048], [-3.26441, 2.22442, -3.27753], [-2.13794, -0.01051, -3.53439], [5.88254, -1.60904, -0.08091], [2.06653, 1.85088, 2.15392], [0.86124, -3.26801, 1.59400], [-2.41995, 2.82764, -4.33410], [-1.25003, 0.70190, -4.48419], [1.97848, -1.66494, 4.36529], [-2.13952, -1.63566, 0.30023], [-0.70616, 2.28391, -2.87164], [-0.15802, 2.35680, 1.36025], [-1.39319, 0.42014, -5.77751], [-0.03653, 0.20337, 3.77900], [3.43949, 0.53462, 1.17748], [-0.08690, -2.32736, 1.22882], [0.69363, 0.54985, 4.81643], [-1.19179, -3.50470, -0.51788], [-3.12333, 0.79089, -3.04273], [2.65795, -0.47505, -0.87276], [-1.52283, 0.13191, 1.08407], [-2.96941, 1.43112, 0.29491], [-0.51102, 2.04663, -0.35296], [4.89242, -1.03022, -0.01909], [2.41964, -3.71392, 2.99913], [-3.96523, 0.29672, -2.09581], [2.22468, 1.18420, 1.31316], [-1.08389, 0.73947, 3.45835], [-2.88519, 2.81678, -5.57957], [1.43957, -1.85545, 3.44852], [-1.26764, 2.05972, -4.07293], [0.67818, 0.04990, -1.47987], [-0.13911, 1.59761, 0.57332], [-0.20225, -1.17571, 1.88576], [0.48111, -0.96457, 3.01660], [1.45192, 0.18506, -0.73074], [-2.04182, -1.86870, -3.22010], [3.65171, -0.31228, 0.09231], [2.83637, -1.11831, -1.72392], [-3.55226, 2.92491, -2.14788], [-2.82318, 1.97948, -0.49192], [1.20989, 1.00361, 0.37482], [0.25656, 1.27116, 5.29917], [-3.88729, 1.13547, 0.26034], [0.93381, -4.18338, 1.02309], [4.22673, 0.67859, 1.90524]],
  "forces_ev_per_angstrom": [[-0.004, -0.004, -0.006], [-0.121, 0.055, -0.004], [0.279, -0.279, 0.179], [-0.300, -0.705, -0.205], [-0.019, -0.029, -0.008], [0.000, -0.006, 0.000], [0.007, 0.009, 0.004], [-0.074, -0.467, 0.205], [0.278, 0.013, -0.068], [0.005, 0.008, -0.002], [0.047, 0.003, -0.123], [0.011, -0.072, -0.040], [-0.026, -0.029, 0.012], [-0.041, 0.023, 0.009], [-0.027, 0.064, -0.079], [0.014, -0.010, -0.014], [0.005, -0.002, 0.033], [-0.013, -0.018, -0.001], [0.029, -0.023, 0.045], [-0.178, 0.507, 0.810], [-0.012, 0.016, -0.013], [-0.126, 0.035, 0.179], [-0.005, 0.115, 0.123], [0.033, 0.007, 0.013], [0.029, 0.049, 0.010], [0.001, 0.000, -0.001], [0.130, 0.071, -0.499], [-0.012, 0.026, -0.030], [0.133, 0.013, 0.040], [-0.061, 0.080, -0.053], [-0.017, -0.020, 0.016], [0.089, 0.303, -0.123], [-0.009, 0.015, -0.005], [-0.012, -0.039, -0.096], [0.008, -0.065, -0.053], [0.005, 0.020, -0.030], [0.029, -0.041, 0.006], [0.089, 0.449, -0.085], [-0.012, -0.016, 0.016], [0.007, -0.001, 0.002], [-0.149, 0.010, -0.135], [0.031, 0.013, -0.028], [0.036, 0.032, 0.051], [-0.008, 0.006, 0.005], [-0.064, -0.112, -0.056], [-0.005, -0.002, 0.001], [0.000, -0.001, 0.004]],
  "total_charge": 1,
  "s2": 8.932,
  "spin_multiplicity": 6,
  "orbital_gap_ha": [0.2389, 0.2348],
  "lumo_energy_ev": [-4.4548, -5.3410],
  "e_homo_ev": [-11.0, -11.7]
}

---

Entry 7:
{
  "formula": "C3H7O2S2",
  "method": "ωB97M-V/def2-TZVPD",
  "species": ["H", "H", "C", "H", "C", "S", "C", "O", "H", "H", "H", "S", "O", "H"],
  "xyz": [[0.20839, -2.47114, -0.99052], [-0.50090, 0.93519, 0.95314], [1.12408, -1.01729, 2.66652], [-0.97398, 2.63525, 0.60272], [-1.04379, 1.59162, 0.29163], [-0.76281, -0.49848, -1.82891], [0.53740, -1.43199, -0.94263], [1.66743, 0.08371, 2.53070], [0.51337, -1.14054, 0.11378], [1.59590, -1.74068, 3.37987], [-2.10277, 1.33290, 0.25965], [-0.30493, 1.44839, -1.35752], [0.10171, -1.44939, 2.07854], [1.50290, -1.24166, -1.39096]],
  "forces_ev_per_angstrom": [[0.272, -0.047, -0.129], [0.112, -0.115, 0.476], [-0.502, -0.354, -0.305], [0.251, -0.035, 0.016], [-0.245, 0.107, -0.261], [0.333, 0.134, 0.075], [-0.714, 0.457, 0.227], [0.421, 0.558, 0.080], [0.045, -0.110, -0.130], [0.101, -0.008, 0.153], [0.095, -0.119, -0.083], [-0.244, -0.154, -0.133], [-0.081, -0.128, 0.168], [0.156, -0.187, -0.154]],
  "total_charge": -1,
  "orbital_gap_ha": 0.2831,
  "lumo_energy_ev": 3.2588,
  "e_homo_ev": -4.4
}

---

Entry 8:
{
  "formula": "Cl2H3N2P",
  "method": "ωB97M-V/def2-TZVPD",
  "species": ["P", "H", "Cl", "N", "H", "Cl", "H", "N"],
  "xyz": [[-0.57776, -0.50828, -0.38687], [0.34781, -2.23019, -0.11755], [-2.45054, 0.07386, -0.27600], [0.25244, 0.90971, -0.09746], [0.08140, 1.88127, -0.29362], [-0.50350, -0.70535, -2.34162], [0.87595, 0.78544, 0.68782], [-0.32934, -1.74593, 0.44565]],
  "forces_ev_per_angstrom": [[-0.505, 2.775, -0.116], [0.619, -1.088, 0.199], [-1.567, 0.437, 0.535], [0.753, -1.167, 0.841], [-0.541, -0.232, -0.394], [0.573, -0.371, -1.588], [0.079, 0.100, -0.014], [0.589, -0.453, 0.537]],
  "total_charge": 0,
  "orbital_gap_ha": 0.3991,
  "lumo_energy_ev": 0.7015,
  "e_homo_ev": -10.2
}